Density functional theory data (ωB97M-V/def2-TZVPD) for a 5-piece molecular cluster, C32H47F9N2O15PS overall.

The geometry in XYZ format:
```
107
Properties=species:S:1:pos:R:3:mulliken_charge:R:1
C 0.50 1.10 -3.08 -2.394
C 0.38 0.60 -1.64 3.259
C 1.07 -0.80 -1.59 -2.185
C 2.59 -0.78 -1.43 -0.828
C 3.19 -2.19 -1.61 -0.723
C 4.42 -2.43 -0.71 -1.672
C 4.30 -3.29 0.55 1.260
F 5.22 -4.30 0.54 -0.336
F 4.64 -2.51 1.63 -0.348
C 2.92 -3.89 0.96 0.220
F 1.97 -2.97 0.90 -0.161
F 3.03 -4.28 2.25 -0.303
S 2.38 -5.46 0.03 1.398
F 3.36 -5.13 -1.18 -0.306
F 3.54 -6.28 0.75 -0.303
F 1.38 -5.84 1.20 -0.309
F 1.21 -4.70 -0.71 -0.303
F 1.96 -6.78 -0.73 -0.314
C 0.95 1.54 -0.55 -0.247
C 1.18 3.06 -0.83 0.042
O 0.49 3.62 -1.70 -0.713
O 2.04 3.55 -0.07 -0.807
N -0.03 1.45 0.60 0.021
C -0.82 0.33 0.33 -1.011
O -1.14 -0.50 1.13 -0.683
C -1.10 0.39 -1.18 2.452
C -1.88 -0.82 -1.66 -2.022
C -2.09 -0.91 -3.20 -0.350
C -3.43 -1.52 -3.51 -0.486
N -4.50 -0.67 -3.33 -0.221
O -3.55 -2.69 -3.82 -0.653
C -1.94 1.67 -1.45 -0.896
P -3.28 2.06 -0.32 0.580
O -4.03 0.90 0.20 -0.738
O -4.18 3.04 -1.21 -0.570
O -2.79 3.03 0.84 -0.349
H 1.54 1.35 -3.30 0.471
H 0.19 0.33 -3.78 0.537
H -0.10 1.99 -3.23 0.432
H 0.84 -1.33 -2.52 0.160
H 0.67 -1.41 -0.77 0.697
H 2.82 -0.44 -0.42 0.400
H 3.04 -0.10 -2.15 0.194
H 2.38 -2.89 -1.44 0.386
H 3.50 -2.31 -2.64 0.670
H 5.21 -2.88 -1.30 0.496
H 4.81 -1.47 -0.39 0.636
H 1.89 1.22 -0.13 0.166
H 0.47 1.25 1.46 0.407
H -1.42 -1.75 -1.34 0.410
H -2.86 -0.80 -1.19 0.845
H -2.00 0.07 -3.66 0.622
H -1.32 -1.55 -3.63 0.268
H -4.32 0.26 -3.70 0.230
H -5.36 -1.02 -3.72 0.260
H -2.44 1.60 -2.42 0.433
H -1.29 2.55 -1.52 0.546
H -4.97 3.27 -0.70 0.370
H -2.50 2.48 1.58 0.301
O -6.88 -2.35 -5.35 -0.598
C -6.38 -3.17 -6.06 0.611
O -5.68 -2.84 -7.17 -0.364
C -5.27 -4.03 -7.86 -0.453
C -5.28 -5.13 -6.81 -0.453
C -6.41 -4.68 -5.89 -0.442
H -5.97 -4.22 -8.67 0.267
H -4.28 -3.86 -8.29 0.308
H -5.42 -6.13 -7.24 0.324
H -4.34 -5.13 -6.26 0.244
H -7.39 -5.04 -6.22 0.289
H -6.25 -4.94 -4.85 0.264
O -4.90 5.26 1.79 -0.615
C -4.03 5.94 2.25 0.470
O -3.29 6.79 1.50 -0.353
C -2.25 7.38 2.30 -0.560
C -2.74 7.28 3.74 -0.025
C -3.56 5.99 3.70 -0.292
H -1.33 6.82 2.14 0.296
H -2.10 8.41 1.97 0.294
H -1.94 7.28 4.46 0.006
H -3.40 8.12 3.97 0.242
H -2.95 5.11 3.89 0.197
H -4.41 6.00 4.37 0.361
O 10.86 -4.00 -0.79 -0.587
C 10.13 -4.60 -0.06 0.486
O 8.88 -4.19 0.23 -0.313
C 8.28 -5.05 1.21 0.054
C 9.04 -6.37 1.11 -0.549
C 10.43 -5.88 0.70 -0.395
H 8.39 -4.58 2.19 0.208
H 7.22 -5.16 0.99 -0.012
H 9.02 -6.94 2.03 0.338
H 8.62 -6.98 0.32 0.275
H 11.06 -5.63 1.56 0.245
H 10.96 -6.59 0.06 0.296
O -0.55 7.85 6.36 -0.570
C -1.24 7.31 7.17 0.477
O -2.12 6.33 6.84 -0.271
C -2.88 5.95 8.00 -0.444
C -2.03 6.36 9.20 -0.509
C -1.32 7.60 8.66 -0.432
H -3.84 6.46 7.97 0.274
H -3.05 4.87 7.96 0.317
H -2.62 6.54 10.09 0.325
H -1.31 5.59 9.43 0.268
H -1.90 8.51 8.80 0.254
H -0.32 7.74 9.07 0.308
```

Properties
Net charge: -1
Electronic energy (eV): -112226.3062